A cluster of 3 separate species, C21H42O4 in total at a distorted geometry, computed with wB97M-V/def2-TZVPD.

Computed properties:
Electronic energy, eV: -30642.457
Kohn-Sham gap, eV: 10.69
F_max, Eh/bohr: 0.1781
LUMO energy, eV: 0.3

Each line ends with the Mulliken charge.
Geometry (Å):
C -1.739 1.116 3.655  -0.507
C -3.251 1.615 3.274  -0.540
C -4.195 0.507 2.528  0.207
C -3.861 -1.092 2.635  -0.818
C -3.681 -1.569 1.078  0.182
C -2.217 -1.364 0.343  -0.494
O -1.622 -0.057 0.659  -0.183
C -1.352 0.743 -0.548  0.487
C -2.408 1.746 -1.307  -0.895
O -0.100 0.675 -1.049  -0.475
C -4.900 -0.615 0.448  0.284
O -5.898 -0.941 -0.378  -0.598
O -4.574 0.688 1.109  -0.380
H -0.965 1.425 2.822  -0.165
H -1.637 -0.016 3.933  0.244
H -1.426 1.720 4.635  0.340
H -3.806 2.069 4.221  0.326
H -3.120 2.516 2.501  0.206
H -5.245 0.689 3.066  0.312
H -4.914 -1.570 2.910  0.340
H -3.159 -1.506 3.472  0.293
H -3.890 -2.720 1.130  0.413
H -2.268 -1.535 -0.836  0.259
H -1.471 -2.183 0.787  0.306
H -3.457 1.259 -1.531  0.260
H -2.611 2.673 -0.602  0.290
H -1.927 2.171 -2.312  0.346
C 1.840 -4.047 -4.517  -1.195
C 0.554 -3.521 -5.136  -0.336
C 0.729 -2.173 -5.841  -0.776
C 1.157 -1.010 -4.938  -0.909
C 0.227 -0.720 -3.757  0.029
C -1.173 -0.305 -4.182  -0.893
H 2.210 -3.383 -3.729  0.284
H 1.664 -5.028 -4.065  0.372
H 2.621 -4.158 -5.273  0.296
H -0.226 -3.456 -4.369  0.237
H 0.200 -4.252 -5.873  0.369
H -0.211 -1.916 -6.344  0.291
H 1.475 -2.283 -6.638  0.414
H 1.239 -0.107 -5.556  0.402
H 2.165 -1.201 -4.551  0.336
H 0.665 0.093 -3.165  0.239
H 0.169 -1.587 -3.091  0.203
H -1.142 0.586 -4.816  0.273
H -1.778 -0.070 -3.300  0.009
H -1.684 -1.105 -4.729  0.322
C 4.767 -0.003 4.084  -1.171
C 4.924 1.348 3.404  -0.337
C 3.809 2.337 3.758  -0.909
C 2.398 1.916 3.330  -0.730
C 2.220 1.641 1.835  0.608
C 2.476 2.861 0.963  -1.317
H 3.852 -0.512 3.766  0.271
H 5.611 -0.651 3.828  0.373
H 4.743 0.107 5.172  0.291
H 4.986 1.211 2.319  0.230
H 5.882 1.783 3.713  0.372
H 4.050 3.310 3.312  0.334
H 3.807 2.496 4.843  0.392
H 1.698 2.706 3.631  0.407
H 2.099 1.022 3.888  0.371
H 1.191 1.304 1.666  -0.477
H 2.869 0.818 1.516  0.266
H 1.809 3.685 1.238  0.307
H 2.293 2.616 -0.088  0.343
H 3.511 3.208 1.046  0.372

A structure of composition C21H43BeBr2ClF4NNa2O8S at a distorted geometry, computed with wB97M-V/def2-TZVPD.

Computed properties:
Electronic energy, eV: -223866.271
Charge: +1
Kohn-Sham gap, eV: 1.76
F_max, Eh/bohr: 0.1146
LUMO energy, eV: -5.8

Each line ends with the Mulliken charge.
Geometry (Å):
C 2.255 0.940 -7.237  -0.586
C 1.244 1.957 -7.177  -0.286
C -0.214 1.443 -6.763  0.195
C -1.212 2.441 -7.476  -0.671
C -2.664 2.343 -6.902  -0.139
C -3.439 1.001 -7.244  0.435
O -4.614 0.957 -6.928  -0.429
Cl -2.724 -0.447 -8.047  -0.119
H 2.620 0.576 -8.237  0.271
H 2.641 0.459 -6.297  0.286
H 1.437 3.035 -7.446  0.393
H -0.365 1.370 -5.645  0.044
H -0.274 0.385 -7.184  0.384
H -1.268 2.048 -8.546  0.289
H -3.272 3.203 -7.404  0.218
H -2.729 2.543 -5.781  0.231
Be -4.063 4.135 -6.015  0.074
C 4.664 0.215 -1.997  -0.853
C 3.370 -0.442 -1.558  0.098
O 2.330 0.524 -1.529  -0.222
C 1.743 0.813 -2.698  0.352
O 2.030 0.316 -3.748  -0.532
C 0.635 1.836 -2.477  0.862
F 1.009 2.867 -1.662  -0.252
F -0.426 1.291 -1.908  -0.265
F 0.221 2.403 -3.621  -0.232
H 4.888 1.078 -1.361  -0.032
H 5.495 -0.496 -1.946  0.440
H 4.592 0.588 -3.020  0.277
H 3.475 -0.826 -0.541  -0.088
H 3.108 -1.290 -2.194  0.349
Br 2.807 3.281 -0.637  -0.592
F -0.598 -0.642 -3.086  -0.869
Na 6.782 0.930 -0.515  0.956
C 4.755 -6.004 0.510  0.050
C 4.920 -4.546 0.120  -0.459
O 3.712 -3.924 -0.254  -0.428
C 2.665 -3.868 0.738  -0.284
C 3.070 -3.114 1.990  -1.004
H 4.306 -6.571 -0.311  0.469
H 5.726 -6.453 0.759  -0.721
H 4.105 -6.121 1.381  0.057
H 5.582 -4.487 -0.751  0.348
H 5.408 -3.973 0.918  0.320
H 2.296 -4.901 0.996  0.240
H 1.824 -3.350 0.267  0.346
H 3.905 -3.594 2.505  0.274
H 2.234 -3.064 2.688  0.381
H 3.382 -2.093 1.740  0.276
C -2.118 1.756 1.395  -1.210
C -3.524 1.956 0.835  0.205
C -4.626 1.383 1.732  -0.536
O -4.661 -0.035 1.613  -0.440
C -3.965 -0.743 2.642  -0.536
N -3.615 1.235 -0.474  -0.168
H -1.805 0.711 1.361  0.387
H -1.392 2.335 0.819  0.443
H -2.062 2.096 2.430  0.098
H -3.695 3.015 0.634  0.317
H -5.594 1.739 1.361  0.388
H -4.538 1.719 2.767  0.376
H -3.918 -0.181 3.575  0.141
H -2.956 -0.984 2.302  0.282
H -4.492 -1.680 2.824  0.286
H -2.793 1.364 -1.079  0.126
H -4.452 1.502 -0.998  0.411
H -3.723 0.229 -0.273  0.416
O -1.293 -0.289 6.876  -0.635
S -1.456 1.133 6.772  1.171
O -0.423 2.043 7.173  -0.603
O -2.831 1.556 7.493  -0.262
C -3.048 1.140 8.846  -0.346
C -2.294 2.016 9.828  -1.001
C -1.948 1.530 5.120  -0.896
H -2.785 0.086 8.974  0.337
H -4.119 1.229 9.034  0.266
H -1.215 1.874 9.733  0.303
H -2.577 1.775 10.854  0.389
H -2.499 3.072 9.641  0.269
H -2.775 0.885 4.835  0.106
H -1.094 1.358 4.466  0.492
H -2.242 2.579 5.082  0.422
Br 2.110 -6.197 2.416  -0.809
Na 7.043 -7.984 0.924  0.964

The lowest electronic energy belongs to which entry?
C21H43BeBr2ClF4NNa2O8S

Look up the electronic energy of the first one.
-30642.457 eV

Which formula does entry 1 have?
C21H42O4